(1)
{"formula": "C30H60BBrFN2O16P", "method": "ωB97M-V with the def2-TZVPD basis set", "total_energy_ev": -150548.5257, "e_above_lowest_kj_mol": 92.16, "smiles": "[H]/N=C/Cc1c(C)c(B(N)O)c([C@H](Br)CC)c2c1C(=O)c1cc(F)c(P(=O)(O)O)cc1C2=O.CO.CO.CO.CO.CO.CO.CO.CO.CO.CO", "charge": 0, "e_lumo_ha": -0.033, "homo_lumo_gap_ev": 8.41, "species": ["H", "H", "O", "O", "C", "H", "O", "H", "H", "H", "C", "O", "H", "H", "B", "H", "H", "C", "H", "C", "N", "C", "C", "H", "C", "C", "O", "H", "H", "C", "H", "C", "C", "H", "H", "H", "H", "C", "H", "H", "H", "N", "H", "O", "C", "H", "H", "F", "H", "C", "O", "O", "H", "H", "H", "H", "H", "C", "H", "H", "H", "Br", "C", "H", "H", "H", "C", "O", "H", "H", "H", "C", "C", "H", "H", "C", "H", "C", "O", "C", "C", "P", "H", "H", "H", "O", "C", "H", "H", "O", "O", "H", "O", "O", "C", "H", "O", "H", "H", "C", "H", "H", "H", "H", "C", "C", "H", "C", "H", "H", "C", "H"], "positions_angstrom": [[6.61929, -4.04271, -2.08472], [-1.18162, -1.84521, 4.74828], [2.65849, 0.93314, -9.09277], [4.42541, -1.57715, -3.73753], [-1.83727, -1.32495, 1.57221], [-6.41637, -4.16106, 0.88226], [-0.95167, 2.25186, 8.81368], [6.36109, -2.26248, -3.52797], [-10.38834, -1.17839, 1.37720], [2.54044, -2.86765, 3.75564], [0.39527, 0.22269, -1.64096], [3.01773, -2.10641, 3.41424], [-0.94520, 2.97551, 6.89731], [1.06645, 0.57902, 5.88620], [-0.50279, 0.72838, 4.55602], [6.23734, 0.00172, -0.68495], [1.82523, 2.82668, 0.45061], [-6.89731, -3.40623, 0.26453], [-2.46988, -1.05803, -6.75736], [1.90940, 2.33484, 1.42187], [0.89504, 0.88855, 4.93062], [7.44542, -3.38297, -2.36480], [4.21782, -1.97819, 4.17551], [2.22965, 0.32353, 0.55962], [-1.53312, -0.84465, 2.84028], [1.92552, -0.55877, -3.26927], [7.17071, -2.77464, -3.62355], [2.27113, -0.90471, -8.22559], [2.11960, 1.33656, -2.19520], [-0.08766, 1.21377, -0.59950], [-3.48592, -2.26216, 0.61781], [-1.44027, 8.10388, 1.93541], [1.17017, -1.69258, -3.44971], [-2.40887, 6.70713, 0.99809], [3.98634, -0.57483, -8.59596], [7.80175, 1.67174, -0.93403], [-10.24908, -3.67329, 2.70673], [0.56173, 2.29988, 2.20323], [-0.58752, -2.80241, -2.84292], [4.76946, -1.11993, 3.79957], [2.56504, 2.98144, 2.02453], [-2.43325, -4.58402, -0.01401], [0.19114, -1.50146, -5.90207], [-0.75559, -1.64788, -5.80976], [-0.26136, 1.04814, 1.96473], [2.84353, -0.93477, -9.90935], [-11.75394, -2.01034, 2.15175], [1.59524, -2.61421, -4.32591], [0.84541, 2.42179, 3.24709], [-1.39683, -0.90472, -6.84319], [-1.50933, 0.90574, 5.49887], [7.05043, -0.10723, -0.18606], [-3.13718, -3.01734, 2.15050], [3.65547, 1.14551, 1.13630], [4.83249, -2.87451, 4.06744], [-7.89467, -3.19882, 0.65764], [-0.40936, 8.28716, 2.22846], [0.01562, -1.90539, -2.72904], [-1.17672, 0.16026, -6.73690], [-1.08644, 3.91070, -1.76416], [-6.53963, -1.56590, -0.25186], [-0.51190, 3.91735, 1.81667], [-0.57020, 0.55970, 0.68728], [-3.34222, 3.94027, -1.29428], [-3.58335, 4.42367, -2.98835], [4.14628, 0.95988, -2.69239], [2.59744, 0.95444, 1.37926], [-0.10691, 2.40554, -0.82071], [4.32909, -2.31238, -4.36327], [-0.73776, -3.72174, 0.78138], [3.98307, -1.81966, 5.23136], [-1.32257, -0.58921, 0.49627], [-0.33676, -0.93022, -1.82796], [-2.06771, 8.07473, 2.83045], [-1.91874, 3.92115, 8.04311], [1.54489, 0.42905, -2.36880], [7.58243, -2.61281, -1.60069], [-1.56145, -1.06174, -0.93498], [-9.98844, -3.08830, 1.99039], [-2.94185, 3.86434, -2.31018], [8.06898, 0.61339, -0.88043], [3.46304, -0.36168, -4.21780], [8.35819, -3.96750, -2.45333], [8.18883, 0.20941, -1.88891], [1.44303, 0.25268, 4.34931], [4.18983, 0.95404, -3.66046], [-10.67274, -1.85343, 2.18069], [-2.80264, -1.05519, 4.59406], [-1.06170, -1.25192, -7.82351], [-1.63741, 4.41876, -2.36984], [-6.10264, -2.22050, 0.29858], [2.76635, 1.34075, -8.22820], [-2.62053, -1.47039, -1.35566], [3.24665, -0.36460, -5.65990], [-2.66355, -2.56598, 1.27452], [-2.92491, 2.81426, -2.61960], [-1.49408, 6.85716, 1.25218], [-2.50717, 2.34146, 7.44738], [-1.77547, 8.91119, 1.27893], [-2.01509, -1.60873, 4.07055], [-1.77103, -5.27928, -0.36096], [-1.56474, 2.20210, 9.55159], [9.00441, 0.50687, -0.33748], [2.56162, 0.44797, 2.34782], [-1.62500, 2.91242, 7.74034], [-0.77445, 0.31925, 3.03357], [-1.30412, 0.27997, 6.20721], [-1.83134, -3.67943, 0.63802], [-6.97109, -3.77374, -0.76229], [-2.45704, -2.57210, 3.80519], [2.95818, -0.44914, -8.94220], [-10.39336, -1.40849, 3.13898]], "atomic_forces_ev_per_a": [[0.12, -0.07, 0.19], [-0.22, 0.27, -0.03], [-0.04, 0.00, -0.12], [-0.32, 0.44, 0.00], [-0.09, 0.05, -0.20], [0.09, 0.07, -0.01], [0.11, -0.07, -0.14], [0.11, 0.08, 0.01], [0.04, -0.06, -0.02], [-0.03, 0.00, -0.07], [-0.04, 0.73, 0.57], [-0.02, 0.19, 0.03], [0.03, -0.04, 0.04], [0.14, 0.66, 0.11], [0.77, 0.51, -0.29], [-0.02, -0.08, 0.04], [-0.06, -0.32, 0.08], [-0.14, 0.36, -0.19], [0.03, -0.04, 0.06], [0.06, 0.16, 0.90], [-0.77, -1.81, 0.23], [-0.30, 0.30, -0.15], [-0.21, -0.20, 0.02], [-0.16, -0.13, 0.48], [-0.38, -0.63, 0.58], [1.65, 0.86, -0.29], [0.11, -0.10, -0.04], [0.12, -0.17, 0.00], [-0.11, -0.13, -0.23], [-0.19, -0.15, 0.08], [0.17, -0.44, 0.00], [-0.25, -0.19, -0.13], [-0.36, -0.19, 0.30], [0.04, -0.06, -0.08], [-0.04, -0.20, 0.03], [0.19, 0.04, -0.07], [0.06, -0.06, -0.04], [0.42, 0.04, -0.87], [0.10, 0.18, -0.13], [-0.06, 0.00, -0.06], [-0.20, 0.01, -0.24], [0.28, 0.02, -0.02], [0.01, -0.06, -0.07], [-0.05, 0.02, 0.01], [-0.45, 0.15, -0.05], [-0.03, 0.11, -0.04], [-0.02, 0.16, -0.01], [0.03, -0.08, 0.01], [-0.47, -0.26, -0.15], [0.27, -0.01, 0.07], [0.36, -0.82, -0.60], [0.15, -0.03, 0.10], [0.16, 0.30, -0.04], [-0.18, -0.21, 0.20], [0.11, 0.08, 0.06], [-0.02, -0.21, 0.01], [0.01, -0.07, -0.03], [-0.18, -0.45, -0.25], [-0.10, 0.03, -0.11], [0.10, 0.07, -0.01], [0.07, 0.03, 0.00], [0.27, -0.16, 0.39], [0.61, 0.66, -0.91], [-0.15, -0.08, -0.04], [0.04, 0.01, -0.01], [0.23, 0.26, -0.08], [0.49, 0.77, -0.72], [0.25, -0.69, -0.01], [0.01, 0.03, 0.04], [-0.23, 0.38, 0.14], [0.15, 0.03, 0.03], [-0.33, -0.58, -0.44], [-1.06, -0.17, 0.94], [0.06, 0.15, 0.05], [-0.03, 0.02, -0.11], [-0.23, 0.01, 0.07], [0.03, -0.15, 0.15], [-0.07, 0.18, -0.20], [-0.02, 0.11, -0.06], [0.38, -0.02, 0.15], [-0.39, -0.03, -0.15], [-0.06, -0.36, -0.25], [-0.02, 0.02, -0.09], [0.16, 0.11, -0.02], [0.27, 0.48, -0.08], [-0.41, -0.82, 0.31], [-0.01, -0.28, 0.18], [0.35, -0.02, 0.03], [-0.10, 0.09, -0.06], [-0.16, 0.06, -0.08], [0.13, -0.07, 0.15], [0.00, -0.01, 0.00], [0.72, 0.13, 0.23], [-0.01, 0.19, -0.27], [0.44, 0.06, 0.01], [-0.19, -0.02, 0.02], [0.05, 0.06, 0.06], [-0.02, 0.14, -0.18], [0.05, 0.11, 0.10], [-0.20, -0.28, -0.25], [-0.06, 0.00, 0.05], [0.05, -0.01, 0.03], [-0.07, -0.07, 0.08], [-0.10, -0.12, -0.29], [-0.15, 0.08, 0.44], [-0.22, 0.46, 0.80], [-0.23, 0.55, 0.43], [-0.70, -0.18, -0.19], [-0.04, -0.17, 0.06], [0.20, 0.20, 0.02], [-0.01, 0.22, 0.17], [-0.07, 0.14, -0.04]], "mulliken_charge": [0.23, 0.27, -0.53, -0.54, 0.59, 0.20, -0.53, 0.41, 0.22, 0.26, 0.13, -0.43, 0.05, 0.33, 0.43, 0.24, 0.29, -0.33, 0.26, -0.88, -0.43, -0.43, -0.63, 0.00, 0.50, 0.98, -0.50, 0.02, 0.81, -0.18, 0.21, -0.57, -0.55, 0.26, 0.20, 0.27, 0.28, -0.70, 0.63, 0.22, 0.66, -0.62, 0.21, -0.40, 0.29, 0.29, 0.26, -0.54, 0.54, -0.63, -0.51, -0.46, 0.56, 0.40, 0.30, 0.05, 0.21, -0.56, 0.27, 0.46, 0.26, -0.18, 1.11, 0.22, 0.28, 0.27, -0.33, -0.44, 0.35, 0.45, 0.30, 0.59, 0.47, 0.27, 0.33, -0.67, 0.16, -0.58, -0.48, -0.53, -0.60, 0.74, 0.25, 0.28, -0.01, -0.49, -0.52, 0.31, 0.27, -0.60, -0.44, 0.31, -0.51, -0.56, -1.40, 0.18, -0.41, 0.20, 0.25, -1.91, 0.27, 0.30, 0.25, -0.15, -0.33, -0.12, 0.30, -0.15, 0.28, 0.37, -0.27, 0.26]}



(2)
{"formula": "C30H60N6O6S6", "method": "ωB97M-V with the def2-TZVPD basis set", "total_energy_ev": -118312.1411, "charge": 0, "e_lumo_ha": -0.001, "homo_lumo_gap_ev": 7.45, "species": ["H", "H", "C", "H", "H", "S", "H", "C", "C", "S", "H", "S", "C", "H", "H", "H", "H", "N", "C", "H", "N", "H", "H", "H", "H", "C", "S", "H", "H", "C", "C", "H", "H", "C", "H", "C", "C", "C", "C", "C", "S", "H", "H", "H", "H", "H", "N", "C", "H", "N", "C", "H", "H", "C", "H", "H", "H", "H", "H", "H", "O", "H", "C", "C", "H", "S", "H", "H", "H", "O", "H", "C", "H", "H", "O", "H", "C", "H", "C", "H", "N", "O", "C", "C", "O", "C", "C", "H", "H", "H", "C", "H", "C", "H", "H", "C", "H", "H", "H", "H", "N", "H", "H", "H", "H", "H", "C", "O"], "positions_angstrom": [[4.76150, -2.83974, -2.45899], [-0.99297, 4.05387, -2.81423], [-3.52719, -7.72016, -2.35838], [2.60945, 1.39543, 1.56054], [-0.70774, 0.34662, 3.92670], [3.66261, -1.10518, -1.26623], [1.52787, -1.94108, 3.77720], [-3.94648, 3.04209, 0.87285], [-0.81131, 0.72992, -0.19725], [-0.11455, -3.93455, 0.60574], [-4.98858, -0.21496, 1.08037], [-0.02415, -1.13887, -4.28622], [3.73840, -2.76662, -2.09017], [1.55913, -1.88691, 5.52432], [-4.39929, -7.11771, -0.35970], [-1.77181, 1.20749, 4.98939], [-2.50587, 4.61977, -0.66373], [-1.17555, 3.14290, -5.76897], [1.59813, -4.30210, 1.04163], [3.43566, 2.02318, -0.67469], [3.47922, 1.90175, 1.47544], [-1.55269, 4.40407, 4.39203], [3.46648, 6.54074, -2.30221], [-1.97800, 6.10879, 0.15091], [0.79969, -4.49124, -1.63739], [0.98184, 6.20910, 0.45171], [1.44659, 7.07472, -1.12706], [-3.28911, -4.24988, 1.21356], [-4.10622, 2.75438, -0.16628], [3.96642, 2.29661, 0.22527], [-3.81477, -3.34335, 0.95227], [0.15931, -1.03478, 0.16254], [1.45733, -4.63124, 2.07116], [4.85437, -1.58387, 0.02768], [-4.78617, 2.64951, 1.44636], [-0.82715, 4.67138, -3.69701], [-3.57237, -7.20569, -1.04880], [-2.28094, 5.07267, 0.30186], [-4.63681, -1.22454, 0.92742], [4.23997, 2.33823, 2.47662], [-0.04740, 2.56233, 3.94406], [-1.87840, -0.06715, -3.05753], [3.44652, 5.62968, -0.77092], [-5.79205, -1.51858, -0.83702], [-0.76078, -3.64848, -1.74878], [-4.38052, -7.98485, -2.96514], [-0.86685, 1.80554, -0.68602], [2.32694, -3.53513, 4.65980], [-1.10322, -1.42685, -2.24931], [-2.31329, -6.70096, -0.81592], [5.31126, 2.98974, 1.88085], [-2.05324, 1.42743, 3.23342], [1.87170, 6.36918, 1.06049], [2.13308, -2.19042, 4.64878], [-2.11087, -6.09882, -0.03071], [3.10400, -1.70249, 4.56311], [5.27179, -0.78702, 0.64322], [-1.55750, 4.50522, 0.88730], [3.53014, -3.56917, -1.38261], [-0.24898, 4.97693, 3.34476], [0.67973, 2.23161, 2.66576], [6.11675, 3.34321, 2.50747], [-2.27620, -7.58782, -2.90761], [-1.54960, -6.91052, -1.91107], [0.83733, -2.82507, -1.30823], [-3.99431, 4.91871, 1.05132], [-1.64239, 3.93589, 2.79303], [1.31953, -0.21864, -2.41464], [4.41962, -2.30854, 0.71612], [0.34348, 6.79439, -2.09552], [2.98966, -2.71354, -2.88052], [-0.96438, 3.80812, -4.84903], [-0.54265, -6.53947, -2.03266], [-3.02993, 2.62207, 1.28711], [-3.87102, 5.12751, 2.56778], [0.12750, 6.65284, 0.96289], [5.16421, 2.95128, 0.47628], [1.99292, -5.17749, 0.52595], [2.83514, 6.01119, -1.58871], [5.89495, 3.38598, -0.18964], [2.52080, -4.67565, 4.62570], [2.40336, -1.02007, -0.42844], [-1.49375, -1.07635, -3.20468], [-4.68787, -3.16997, -0.10995], [0.67365, -2.48417, -4.11694], [0.18761, -3.69512, -1.21354], [-1.30388, 1.25569, 4.00612], [-2.01508, -7.98989, -3.87537], [-1.62151, -1.14979, 0.25923], [0.78578, 5.14384, 0.32968], [-0.75139, -0.53777, 0.49678], [0.61426, 1.10940, -3.22558], [-0.89777, 4.12923, 3.56520], [2.24700, -3.46176, 0.79486], [1.85145, 0.02237, -4.13212], [1.04019, 0.12338, -3.41118], [-3.13683, -1.75733, 2.43849], [2.39299, 5.17011, -2.12273], [-0.63699, -0.37775, 1.56888], [5.68385, -2.10379, -0.45164], [-5.13906, -1.89348, -0.16385], [-1.47836, 5.54363, -3.75360], [-5.06854, -3.79327, -0.90556], [0.20050, 5.03429, -3.71512], [3.99703, 2.08429, 3.49784], [-2.28127, -1.62845, -3.71760], [-3.73098, -2.09718, 1.60309], [-1.02176, -5.09336, 0.92810]], "atomic_forces_ev_per_a": [[-0.15, -0.09, -0.25], [0.00, 0.34, 0.21], [-2.49, 0.08, 1.05], [-0.05, 0.26, 0.21], [-0.09, 0.10, -0.47], [0.15, -1.24, 1.83], [0.05, 0.24, -0.14], [-0.69, 0.72, 0.06], [-0.34, 4.04, -1.28], [-0.12, 0.88, -0.87], [0.42, 0.02, 0.30], [0.23, 0.25, 0.20], [-0.26, 1.11, 0.31], [0.29, 0.28, 0.10], [0.24, 0.05, 0.01], [-0.14, 0.27, 0.01], [0.62, -0.07, -0.17], [0.38, 0.31, 0.62], [-0.63, -1.24, -0.13], [0.09, 0.08, 0.09], [-1.34, -0.38, -2.36], [0.23, 0.03, 0.39], [-0.08, 0.18, 0.12], [-0.23, -0.06, 0.17], [-0.26, -0.39, 0.14], [0.81, 0.27, -0.32], [-0.88, -0.42, 0.96], [-0.05, 0.12, -0.10], [0.28, 0.08, -0.04], [0.42, -0.34, 1.33], [-0.31, 0.05, -0.67], [0.02, -0.13, -0.03], [0.73, 0.56, 0.30], [0.97, -0.34, -0.18], [-0.07, 0.25, 0.09], [0.72, -0.13, -0.15], [0.49, -0.19, -1.84], [-1.46, 0.03, -0.03], [1.05, -0.53, 0.07], [0.99, 0.21, -0.34], [1.09, 0.32, -0.57], [0.40, 0.23, -0.26], [-0.17, 0.23, 0.18], [0.14, -0.20, 0.26], [0.15, 0.25, 0.13], [-0.20, -0.53, 0.41], [0.15, -3.49, 1.31], [0.89, -5.51, -0.04], [-0.66, -0.45, 0.01], [-1.34, -0.46, -0.36], [0.09, -0.29, 1.50], [0.14, -0.39, -0.12], [-0.03, -0.21, 0.27], [-0.81, 3.54, -0.24], [0.68, -0.12, -0.03], [-0.18, 0.37, 0.20], [-0.35, 0.43, -0.40], [-0.19, 0.01, -0.24], [-0.06, 0.15, 0.06], [0.36, -0.56, -0.05], [0.01, -0.04, 0.25], [0.19, 0.31, -0.46], [1.09, 0.91, 1.39], [0.93, -0.37, -1.56], [-0.48, 0.42, 0.13], [1.81, -1.26, 2.01], [0.40, 0.10, -0.30], [0.07, -0.50, -0.10], [-0.53, 0.04, -0.25], [0.36, 0.12, 0.02], [0.09, -0.26, -0.15], [-0.97, -0.56, -1.17], [0.00, -0.03, 0.51], [0.12, 0.29, -0.22], [-0.23, -0.05, -1.95], [0.08, 0.38, -0.42], [-0.33, 0.07, 0.31], [-0.25, -0.12, -0.31], [-0.05, -0.42, -0.40], [-0.32, -0.12, -0.28], [-0.23, 1.11, 0.07], [-0.10, 0.03, -0.84], [0.64, 0.17, -0.14], [-0.08, -0.71, -0.93], [-0.70, 1.41, 0.41], [0.17, -0.86, 0.66], [-0.35, 0.88, 0.59], [0.43, 0.42, 0.12], [-0.01, 0.03, 0.19], [0.20, -0.01, -0.33], [0.48, -0.26, -0.26], [-0.15, 0.00, -0.86], [-1.63, -0.87, 0.48], [-0.30, 0.27, 0.58], [0.43, 0.86, 0.43], [-0.43, -1.32, -0.19], [-0.07, -0.39, 0.09], [-0.08, -0.12, 0.11], [-0.24, 0.07, -0.05], [0.17, 0.15, -0.08], [0.35, 0.24, 1.51], [-0.05, -0.23, 0.09], [0.43, -0.57, 0.27], [-0.12, 0.11, 0.39], [0.13, 0.23, -0.07], [0.18, -0.49, 0.51], [-1.87, 2.01, -0.82], [1.15, 0.35, -0.24]], "mulliken_charge": [0.54, -0.06, -0.27, 0.01, 0.05, 0.51, -0.03, -0.64, 0.23, 0.56, 0.46, 0.33, -0.98, 0.31, 0.40, 0.56, 0.15, -0.46, -0.85, 0.65, 0.70, 0.42, 0.39, 0.45, 0.50, -0.98, 0.37, 0.55, 0.43, -0.74, -0.39, -0.46, 0.32, -0.97, 0.41, -0.09, -0.71, -0.30, -0.54, -0.48, 0.27, 0.37, 0.26, 0.21, 0.49, 0.35, -0.48, 0.33, -0.56, 0.18, -0.60, -0.01, 0.49, -0.38, 0.36, 0.27, 0.26, -0.14, 0.20, 0.33, -0.51, 0.42, -0.82, -0.11, -0.05, 0.39, -0.43, -0.39, 0.23, -0.55, 0.22, 0.12, 0.37, -0.13, -0.60, 0.41, -0.83, 0.38, -0.73, 0.49, -0.45, -0.41, -0.14, -0.63, -0.59, -0.82, -0.49, 0.41, -0.08, 0.20, 1.15, 0.26, -0.32, 0.06, 0.38, -0.14, 0.50, 0.16, -0.28, 0.45, 0.02, 0.40, 0.49, 0.11, 0.44, 0.42, -0.64, -0.86]}